Density functional theory data (ωB97M-V/def2-TZVPD) for a molecular structure, C23H22I2MoN5O13S at a distorted geometry.

Properties
**Total charge**: +1
**2S+1**: 3
**E**: -3203.0564 Eh
**Max |F|**: 1.69 eV/Å
**LUMO energy (spin up / spin down)**: -4.004 / -4.536 eV
**Molar mass**: 958.27 u
**HOMO-LUMO gap (spin up / spin down)**: 7.54 / 7.02 eV
**HOMO level (spin up / spin down)**: -11.545 / -11.554 eV
**Energy above the lowest of the compared OMol25 structures with the same formula, charge and spin**: 15.3 kcal per mole

The geometry in XYZ format:
```
67
Properties=species:S:1:pos:R:3:forces:R:3:lowdin_charge:R:1
Mo -0.552163 -1.251636 -0.019738 1.0 1.1 0.8 1.76
O -5.249739 -0.417211 3.899643 -0.1 0.0 0.0 0.14
C -4.206678 -0.609154 3.099096 0.1 0.0 0.0 -0.25
C -2.912745 -0.867202 3.564500 -0.1 0.0 0.3 0.11
C -1.920261 -1.040841 2.639164 0.3 0.0 -0.2 -0.15
N -2.135948 -0.961574 1.330968 -0.9 0.0 0.7 -0.01
C -3.377340 -0.742314 0.884391 0.3 0.0 -0.2 -0.16
C -4.439255 -0.561793 1.719609 -0.3 0.1 0.0 0.12
C -3.398288 -0.750707 -0.617832 0.2 -0.1 0.1 -0.51
O -4.339829 -0.526381 -1.308650 -0.1 0.0 -0.1 0.18
O -2.165095 -1.037567 -1.061563 -0.4 -0.1 -0.4 -0.31
C -0.481815 -1.370014 2.927116 0.0 0.0 -0.2 -0.50
O -0.004992 -1.401373 4.021748 0.1 0.0 0.1 0.16
O 0.163766 -1.628476 1.790619 0.0 0.0 0.2 -0.19
H -5.005481 -0.470724 4.831171 0.0 0.0 0.1 0.14
H -2.675803 -0.946014 4.619458 0.0 0.0 0.0 0.15
H -5.434300 -0.404680 1.322443 0.1 0.0 0.0 0.16
I -0.175089 0.441264 -3.183816 0.0 0.0 -0.2 0.95
C -1.520053 -0.913514 -4.120166 0.2 -0.1 0.1 -1.12
I -0.931994 -2.948956 -3.878329 -0.1 0.1 0.1 0.77
H -1.523763 -0.711750 -5.182067 0.0 0.1 0.0 -0.04
H -2.502962 -0.795729 -3.683133 0.0 0.0 0.1 -0.05
C 3.024186 4.990681 -3.929317 0.0 0.0 0.0 -0.10
C 3.601947 4.127048 -2.813026 -0.1 0.0 0.0 -0.27
S 2.307632 3.617339 -1.686772 -0.1 0.0 0.0 0.66
O 1.238860 4.584001 -1.693351 0.0 0.0 0.1 -0.28
O 1.991753 2.226664 -1.938113 -0.1 -0.1 0.0 -0.42
C 3.052305 3.647947 -0.056749 -0.2 -0.1 -0.1 -0.20
C 1.978643 3.643335 1.035654 -0.1 -0.1 0.0 -0.10
N 0.869802 2.684489 0.817541 0.1 0.2 0.0 0.07
C 1.017895 1.351494 0.748748 -0.3 -0.1 -0.1 -0.27
N -0.148931 0.786315 0.378777 0.4 0.3 -0.2 -0.03
C -1.048359 1.803797 0.167641 -0.2 -0.3 0.1 -0.03
C -0.441453 2.965494 0.452175 0.3 0.3 0.0 -0.12
N -1.082056 4.262055 0.429054 0.2 0.3 -0.4 -0.32
O -2.111430 4.321817 -0.208640 0.2 -0.1 0.3 0.13
O -0.552242 5.180178 1.029423 -0.1 -0.3 0.0 0.10
C 2.303516 0.658540 1.019159 -0.1 0.0 -0.1 0.04
H 3.816838 5.238542 -4.633316 0.0 0.0 0.0 0.09
H 2.602600 5.913203 -3.534570 0.0 0.0 0.0 0.08
H 2.237691 4.461421 -4.468716 0.1 0.0 0.0 0.09
H 4.345065 4.661170 -2.217525 0.0 0.0 -0.1 0.10
H 4.028059 3.193961 -3.180135 0.1 0.0 0.0 0.11
H 3.642260 4.560928 0.033867 0.0 -0.1 0.1 0.12
H 3.701558 2.773360 -0.018167 0.1 0.1 0.0 0.10
H 1.522148 4.616417 1.117846 -0.1 0.2 0.0 0.11
H 2.449036 3.403515 1.986167 0.0 0.0 0.1 0.14
H -2.065924 1.659952 -0.153052 0.0 0.0 0.0 0.13
H 3.006509 1.319696 1.517165 0.0 0.0 0.1 0.09
H 2.739664 0.313762 0.080971 0.0 0.0 -0.1 0.10
H 2.141463 -0.207695 1.648676 -0.1 -0.2 0.1 0.09
O 3.055891 -2.748474 -1.171914 0.1 0.1 -0.1 0.16
C 1.924397 -2.718313 -0.799065 -0.3 -0.2 0.1 -0.51
O 1.185194 -1.596302 -0.752380 0.5 0.1 -0.4 -0.30
C 1.188617 -3.909729 -0.255203 0.0 0.3 0.0 -0.11
C 1.880456 -5.044437 0.134752 0.1 -0.1 0.0 0.04
C 1.215344 -6.081502 0.768780 0.1 0.0 0.0 -0.01
C -0.141859 -5.983952 1.031999 -0.1 -0.1 0.1 0.04
C -0.822694 -4.854495 0.627972 0.0 0.0 -0.1 -0.11
C -0.172184 -3.820131 -0.019645 -0.1 -0.4 -0.2 -0.05
N -2.269990 -4.761951 0.890703 -0.1 0.1 0.2 -0.32
O -2.807655 -5.686641 1.447085 0.1 0.0 -0.1 0.13
O -2.831452 -3.730253 0.556639 0.1 0.1 -0.1 0.07
H 2.944990 -5.087935 -0.056105 0.0 0.0 0.0 0.14
H 1.756491 -6.968672 1.068282 0.0 0.0 0.0 0.12
H -0.682990 -6.771509 1.535069 0.0 0.0 0.0 0.13
H -0.801764 -3.078787 -0.533014 -0.4 -0.8 -0.4 0.04
```
Forces are in eV/Å.